1.
C3H6O | ωB97M-V with the def2-TZVPD basis set

Computed properties:
ΔE to the lowest compared entry with this formula, charge and spin: 57.01 kcal/mol
total energy: -5253.222 eV
HOMO: -9.64 eV
2S+1: 1
max |F|: 2.8 eV/Å
SMILES string: C[C@H]1CO1

Atoms and positions in Å:
C 1.22 0.06 -0.33
C -0.23 0.49 -0.30
C -1.21 -0.29 0.54
O -0.67 0.93 0.96
H 1.94 0.87 -0.13
H 1.49 -0.38 -1.30
H 1.36 -0.68 0.46
H -0.94 0.44 -1.11
H -2.29 -0.21 0.37
H -0.83 -1.26 0.83

The molecule's Mulliken atomic charges, reported in e, are given here: number 1, C, carries -0.971; number 2, C, carries 0.197; number 3, C, carries -0.518; number 4, O, carries -0.388; number 5, H, carries 0.263; number 6, H, carries 0.270; number 7, H, carries 0.307; number 8, H, carries 0.319; number 9, H, carries 0.291; number 10, H, carries 0.231

=====

2.
C3H6O | ωB97M-V with the def2-TZVPD basis set

Computed properties:
ΔE to the lowest compared entry with this formula, charge and spin: 19.43 kcal/mol
total energy: -5254.852 eV
HOMO: -8.76 eV
2S+1: 1
max |F|: 1.5 eV/Å
SMILES string: C=C(C)O

Atoms and positions in Å:
C 1.34 0.30 0.44
C 0.10 -0.02 0.07
O -0.07 -1.25 -0.52
C -1.11 0.85 0.09
H 1.60 1.25 0.86
H 1.99 -0.57 0.38
H -0.85 -1.33 -1.07
H -1.56 0.94 -0.90
H -1.99 0.41 0.60
H -0.85 1.79 0.56

The molecule's Mulliken atomic charges, reported in e, are given here: number 1, C, carries -0.931; number 2, C, carries 0.830; number 3, O, carries -0.537; number 4, C, carries -1.144; number 5, H, carries 0.279; number 6, H, carries 0.271; number 7, H, carries 0.308; number 8, H, carries 0.323; number 9, H, carries 0.322; number 10, H, carries 0.280

=====

3.
C3H6O | ωB97M-V with the def2-TZVPD basis set

Computed properties:
ΔE to the lowest compared entry with this formula, charge and spin: 12.41 kcal/mol
total energy: -5255.156 eV
HOMO: -9.85 eV
2S+1: 1
max |F|: 1.6 eV/Å
SMILES string: CCC=O

Atoms and positions in Å:
C 0.93 -0.69 -0.32
C -0.26 -0.22 0.50
C -0.92 1.05 0.00
H 0.70 -0.76 -1.41
H 1.63 0.16 -0.32
H 1.42 -1.65 -0.04
H -0.07 -0.05 1.55
H -0.99 -0.97 0.47
H -1.97 1.24 0.34
O -0.46 1.88 -0.75

The molecule's Mulliken atomic charges, reported in e, are given here: number 1, C, carries -1.014; number 2, C, carries -0.309; number 3, C, carries 0.014; number 4, H, carries 0.263; number 5, H, carries 0.274; number 6, H, carries 0.321; number 7, H, carries 0.286; number 8, H, carries 0.294; number 9, H, carries 0.336; number 10, O, carries -0.466

=====

4.
C3H6O | ωB97M-V with the def2-TZVPD basis set

Computed properties:
ΔE to the lowest compared entry with this formula, charge and spin: 88.33 kcal/mol
total energy: -5251.864 eV
HOMO: -8.65 eV
2S+1: 1
max |F|: 6.4 eV/Å
SMILES string: C=C.C=O

Atoms and positions in Å:
C -0.81 0.54 -0.42
C -0.84 -0.85 -0.47
O 1.15 -0.96 0.59
C 1.33 0.29 0.72
H -1.41 1.07 0.33
H -0.54 1.11 -1.31
H -1.47 -1.41 0.23
H -0.59 -1.37 -1.40
H 1.15 0.76 1.70
H 2.04 0.80 0.04

The molecule's Mulliken atomic charges, reported in e, are given here: number 1, C, carries -0.868; number 2, C, carries -0.201; number 3, O, carries -0.457; number 4, C, carries -0.018; number 5, H, carries 0.299; number 6, H, carries 0.299; number 7, H, carries 0.217; number 8, H, carries 0.218; number 9, H, carries 0.255; number 10, H, carries 0.255

=====

5.
C3H6O2 | ωB97M-V with the def2-TZVPD basis set

Computed properties:
ΔE to the lowest compared entry with this formula, charge and spin: 65.21 kcal/mol
total energy: -7300.851 eV
HOMO: -8.69 eV
2S+1: 1
max |F|: 2.7 eV/Å
SMILES string: C=CO.C=O

Atoms and positions in Å:
O 1.59 -0.70 -0.57
C 1.77 -1.14 0.56
H 2.78 -1.47 0.94
H 0.97 -1.28 1.39
C -2.00 -0.30 -0.06
C -1.40 0.94 -0.08
O -0.08 1.32 -0.09
H -3.10 -0.32 0.19
H -1.42 -1.17 0.21
H -2.06 1.79 0.16
H 0.53 0.53 -0.10

The molecule's Mulliken atomic charges, reported in e, are given here: number 1, O, carries -0.460; number 2, C, carries 0.011; number 3, H, carries 0.252; number 4, H, carries 0.199; number 5, C, carries -0.702; number 6, C, carries 0.127; number 7, O, carries -0.463; number 8, H, carries 0.236; number 9, H, carries 0.218; number 10, H, carries 0.305; number 11, H, carries 0.278

=====

6.
C3H6O2 | ωB97M-V with the def2-TZVPD basis set

Computed properties:
ΔE to the lowest compared entry with this formula, charge and spin: 94.38 kcal/mol
total energy: -7299.585 eV
HOMO: -8.48 eV
2S+1: 1
max |F|: 2.4 eV/Å

Atoms and positions in Å:
O -1.41 0.48 -0.92
C -1.06 -0.24 0.24
C 0.41 -0.62 0.10
C 1.22 0.61 0.21
O 2.35 0.62 -0.47
H -2.30 0.83 -0.80
H -1.66 -1.16 0.35
H -1.19 0.37 1.15
H 0.61 -1.17 -0.82
H 0.72 -1.22 0.97
H 2.33 1.51 0.00

The molecule's Mulliken atomic charges, reported in e, are given here: number 1, O, carries -0.509; number 2, C, carries -0.403; number 3, C, carries -0.263; number 4, C, carries -0.660; number 5, O, carries -0.274; number 6, H, carries 0.297; number 7, H, carries 0.310; number 8, H, carries 0.309; number 9, H, carries 0.280; number 10, H, carries 0.283; number 11, H, carries 0.630

=====

7.
C3H6O2 | ωB97M-V with the def2-TZVPD basis set

Computed properties:
ΔE to the lowest compared entry with this formula, charge and spin: 63.93 kcal/mol
total energy: -7300.906 eV
HOMO: -9.99 eV
2S+1: 1
max |F|: 3.8 eV/Å
SMILES string: OC[C@H]1CO1

Atoms and positions in Å:
C -1.05 -0.41 -0.04
C 0.25 0.02 0.56
C 1.57 -0.10 -0.18
H -1.52 1.46 -0.41
H -0.88 -0.74 -1.13
H -1.42 -1.37 0.49
H 0.03 0.16 1.56
H 2.44 -0.22 0.47
H 1.64 -0.58 -1.24
O -1.94 0.61 -0.04
O 0.86 1.17 -0.03

The molecule's Mulliken atomic charges, reported in e, are given here: number 1, C, carries -0.533; number 2, C, carries 0.080; number 3, C, carries -0.291; number 4, H, carries 0.338; number 5, H, carries 0.260; number 6, H, carries 0.250; number 7, H, carries 0.331; number 8, H, carries 0.247; number 9, H, carries 0.224; number 10, O, carries -0.509; number 11, O, carries -0.397

=====

8.
C3H6O2 | ωB97M-V with the def2-TZVPD basis set

Computed properties:
ΔE to the lowest compared entry with this formula, charge and spin: 81.46 kcal/mol
total energy: -7300.146 eV
HOMO: -9.72 eV
2S+1: 1
max |F|: 3.5 eV/Å

Atoms and positions in Å:
O 1.42 -0.90 0.57
C 0.20 -0.26 0.70
C -0.07 1.16 0.13
O -1.34 0.69 -0.38
C -0.83 -0.63 -0.37
H 1.50 -1.08 -0.38
H -0.07 -0.28 1.77
H -0.15 2.03 0.79
H 0.60 1.38 -0.72
H -1.31 -1.47 -0.82
H -0.13 -0.96 -1.38

The molecule's Mulliken atomic charges, reported in e, are given here: number 1, O, carries -0.528; number 2, C, carries 0.039; number 3, C, carries -0.271; number 4, O, carries -0.390; number 5, C, carries -0.407; number 6, H, carries 0.314; number 7, H, carries 0.310; number 8, H, carries 0.266; number 9, H, carries 0.212; number 10, H, carries 0.403; number 11, H, carries 0.052

=====

9.
C3H6O2 | ωB97M-V with the def2-TZVPD basis set

Computed properties:
ΔE to the lowest compared entry with this formula, charge and spin: 102.23 kcal/mol
total energy: -7299.245 eV
HOMO: -8.24 eV
2S+1: 1
max |F|: 0.5 eV/Å

Atoms and positions in Å:
O 0.63 -1.38 -0.49
C 0.12 -0.09 -0.75
C -1.00 0.39 0.10
C 0.80 0.96 0.13
O 1.40 0.39 1.19
H -0.10 -2.01 -0.48
H 0.07 0.13 -1.82
H -1.27 -0.24 0.95
H -1.82 0.92 -0.38
H -0.29 1.49 0.50
H 1.45 -0.57 1.04

The molecule's Mulliken atomic charges, reported in e, are given here: number 1, O, carries -0.571; number 2, C, carries 0.043; number 3, C, carries -0.678; number 4, C, carries -0.214; number 5, O, carries -0.372; number 6, H, carries 0.309; number 7, H, carries 0.317; number 8, H, carries 0.313; number 9, H, carries 0.324; number 10, H, carries 0.200; number 11, H, carries 0.328

=====

10.
C3H6O2 | ωB97M-V with the def2-TZVPD basis set

Computed properties:
ΔE to the lowest compared entry with this formula, charge and spin: 62.36 kcal/mol
total energy: -7300.974 eV
HOMO: -9.77 eV
2S+1: 1
max |F|: 0.3 eV/Å
SMILES string: C=C1CO1.O

Atoms and positions in Å:
O 0.16 -2.14 -0.73
C 1.08 1.12 -0.42
C -0.06 0.72 0.11
C -0.97 0.25 1.12
O -1.31 0.38 -0.31
H -0.51 -1.56 -1.11
H 1.94 1.30 0.22
H 1.15 1.30 -1.48
H 0.91 -1.55 -0.61
H -1.49 0.96 1.76
H -0.90 -0.78 1.46

The molecule's Mulliken atomic charges, reported in e, are given here: number 1, O, carries -0.655; number 2, C, carries -0.850; number 3, C, carries 0.172; number 4, C, carries 0.062; number 5, O, carries -0.418; number 6, H, carries 0.335; number 7, H, carries 0.254; number 8, H, carries 0.287; number 9, H, carries 0.323; number 10, H, carries 0.244; number 11, H, carries 0.244

=====

Q: Which value of total energy does entry 10 give?
A: -7300.974 eV